Entry from the OMol25 dataset: a structure of composition C37H44AuN5Se (ωB97M-V/def2-TZVPD).

The geometry in XYZ format:
```
88
C37H44AuN5Se, DFT ωB97M-V/def2-TZVPD
H -1.27511 -6.76055 0.25089
C -3.83435 2.00052 -3.49416
C -0.79222 4.48349 -3.84363
H -0.34609 4.48698 -0.38394
H -2.21367 -5.36307 0.79327
C 1.05440 3.63809 1.85383
C 3.65552 -1.67434 1.17402
C 1.77319 1.49962 1.88568
H 3.62438 -4.03086 -1.24101
H -4.75906 -2.00933 -0.01859
H 1.42163 1.33077 4.86488
C 2.59154 -0.73340 1.30836
C 2.59557 0.42028 2.10203
H -0.95100 6.24991 2.89150
C 1.80333 2.76452 2.58309
H -5.01874 3.51126 -2.48127
N 1.53233 -1.12209 0.54742
H -3.80776 -0.49344 -2.14799
H -3.57618 2.63280 -4.34495
C -2.56913 -2.86825 -1.40878
C -0.36719 -2.76313 -0.92522
C -1.37737 -5.13997 -1.19760
C -1.04005 2.63200 -1.13237
C 2.45552 2.98581 3.90970
H -4.39182 -3.65410 0.50395
H -4.44247 -2.70019 -2.40838
C 0.51437 2.90369 0.73477
H 0.86686 5.67802 1.27315
C -0.73734 5.21082 2.63845
H -5.84361 -3.33587 -0.45603
C -1.93842 3.08840 -2.14760
H 2.86784 -5.36849 0.78777
H -2.87054 4.63610 -3.26332
H -5.95343 2.48398 -3.58225
H -2.23508 -5.57219 -1.71372
C -3.99192 -3.28091 -1.59966
H 1.24761 -4.13611 -0.93344
H -0.48366 -5.46211 -1.73773
H -3.96706 0.99116 -3.88355
H 0.63928 2.89586 5.08565
H 2.57297 4.05762 4.07112
N -1.24288 1.28573 -0.92559
H 4.34664 -4.88184 1.61571
C -2.13476 -1.49143 -1.30371
N -0.33833 0.22223 -4.20741
H -5.42237 1.86168 -2.01244
C 1.87296 -2.31317 -0.04708
H 4.44330 -5.88841 0.16807
C 0.71422 5.06164 2.16306
H 4.89678 -3.30263 3.10287
C 4.99638 -1.54607 1.82508
N -0.81338 -1.47705 -0.92754
H -0.75747 5.45851 -4.33147
Au 0.12745 0.08041 -0.16216
C 0.94263 -3.12935 -0.68021
H 6.04480 -2.07530 3.64414
H 5.03481 -3.50980 -0.33362
C -1.46988 -3.64780 -1.22433
H -4.03520 -4.33174 -1.88677
H 4.30253 -1.83017 3.86963
H -0.91236 4.59768 3.52328
C -2.71724 2.02081 -2.50347
H -1.43498 4.89170 1.86454
H -0.45026 -5.28234 0.76364
H 3.33900 0.47964 2.88556
C -1.90852 4.43548 -2.78947
H 1.38405 5.43345 2.93866
C 1.60493 2.39124 5.04034
H 5.75633 -1.98144 1.17298
H 5.24083 -0.48901 1.94101
C 0.59953 0.38637 -3.53994
C 5.06218 -2.23028 3.19685
C 3.90464 -5.06437 0.63699
C -1.32491 -5.67090 0.24129
C 3.98852 -3.80686 -0.23687
C -5.13993 2.49414 -2.85560
H 0.17573 4.28610 -3.38149
Se 2.05422 0.63438 -2.51974
H 3.45284 2.54003 3.92752
C -4.79864 -3.05828 -0.31374
H -1.74033 5.21455 -2.04108
H -0.95564 3.71349 -4.59796
C -0.27416 3.41216 -0.28335
N 0.92932 1.60934 0.80675
H 2.10061 2.50419 6.00496
C -2.81888 -0.37926 -1.72612
C -2.27313 0.90825 -1.72569
C 3.21498 -2.64904 0.30955
```

Values from the calculation:
Total charge: 0
E_HOMO: -6.5 eV
HOMO-LUMO gap: 5.1 eV
Largest force on an atom: 0.86 eV/A
M: 834.72 Da
E_tot: -115572.961 eV



Entry from the OMol25 dataset: an isolated molecule of C6H10O (ωB97M-V/def2-TZVPD).

The geometry in XYZ format:
```
17
C6H10O, DFT ωB97M-V/def2-TZVPD
C 2.06442 0.65528 -0.07835
H 2.94685 0.32318 0.47580
H 1.56174 1.42374 0.52285
C -1.09721 0.94923 -0.45935
C 1.17642 -0.52454 -0.35086
H -0.51064 1.83915 -0.20812
H 2.38407 1.11402 -1.01937
H 1.61442 -1.32470 -0.93307
H 0.32952 -0.48054 1.68088
H 0.01774 -2.03987 0.83195
C -0.28606 -0.33400 -0.59176
C 0.24462 -0.98665 0.71186
H -1.76680 1.15511 -1.31182
H -3.22233 -0.79829 0.99495
O -2.82353 -0.34993 0.23627
C -1.82847 0.38876 0.73838
H -0.76008 -1.03626 -1.28328
```

Values from the calculation:
Total charge: 0
E_HOMO: -8.1 eV
HOMO-LUMO gap: 9.2 eV
Largest force on an atom: 1.03 eV/A
M: 98.14 Da
E_tot: -8427.908 eV



Entry from the OMol25 dataset: a structure of composition C5H9N2O4S (ωB97M-V/def2-TZVPD).

The geometry in XYZ format:
```
21
C5H9N2O4S, DFT ωB97M-V/def2-TZVPD
C -3.00620 2.11074 -0.81127
H 0.59551 -3.23734 -0.03370
H -2.80503 3.16541 -0.74953
N 1.50091 1.35821 0.70560
C -0.71861 1.58302 -0.42973
O -0.30364 1.98054 -1.46518
H 2.29574 -1.27251 1.34549
O -1.09798 -0.96620 -1.04515
C 0.70516 -2.29803 0.42289
O 1.40314 -0.67943 -1.51327
N 2.57232 1.57706 0.52648
S 0.29475 -1.01745 -0.66656
H -3.81025 1.81684 -0.27774
O -1.89566 1.67135 0.09238
C 2.21483 -2.16546 0.78128
H 2.73546 -2.18856 -0.18552
H -0.32723 0.98561 1.57880
H 2.58172 -2.86526 1.59864
H -0.06789 -2.24333 1.15124
C 0.26492 0.99374 0.70598
H -3.13195 1.69106 -1.73113
```

Values from the calculation:
2S+1: 3
Total charge: +1
E_HOMO (alpha / beta): -12.1 / -15.6 eV
Expectation value of S²: 2.017
HOMO-LUMO gap (alpha / beta): 6.8 / 6.8 eV
Largest force on an atom: 4.20 eV/A
M: 193.20 Da
E_tot: -27321.901 eV



Entry from the OMol25 dataset: an isolated molecule of C4H6O (ωB97M-V/def2-TZVPD).

The geometry in XYZ format:
```
11
C4H6O, DFT ωB97M-V/def2-TZVPD
H 1.81448 -0.71949 1.24038
H -2.20805 0.71716 -0.17890
H -0.69492 1.68995 -0.63051
H 1.47502 0.68033 0.17553
C -0.13109 -1.06799 -0.80998
C 1.06531 0.02021 0.95887
C -0.85292 -0.21525 -1.50391
H 0.38761 -1.99607 -1.02432
C -1.31204 0.80699 -0.78905
O -0.09562 -0.66905 0.55873
H 0.81721 0.63880 1.83147
```

Values from the calculation:
SMILES: C=C=COC
Total charge: 0
E_HOMO (alpha / beta): -9.2 / -9.2 eV
HOMO-LUMO gap (alpha / beta): 9.5 / 9.5 eV
Largest force on an atom: 1.05 eV/A
M: 70.09 Da
E_tot: -6288.068 eV



Entry from the OMol25 dataset: an isolated molecule of C12H13NO2 (ωB97M-V/def2-TZVPD).

The geometry in XYZ format:
```
28
C12H13NO2, DFT ωB97M-V/def2-TZVPD
H -0.62529 1.86042 2.46246
C -0.65709 0.01442 0.44508
O -1.21720 -0.90400 1.24010
H -0.83223 -3.69682 -2.40794
H -1.46221 -1.08075 -2.05061
H -0.80178 -1.77853 1.14767
H 3.66702 1.32094 -0.16423
C 0.49073 0.81606 0.86999
C 1.51009 2.59430 2.17177
H 0.12014 -3.36561 -0.92670
H -3.82613 0.91920 -0.78567
C -2.97871 0.47976 -0.42043
H -1.41155 1.86361 -0.36581
O 2.28176 -1.30726 -1.19324
C 2.78455 1.40419 0.48275
C 1.68701 0.59411 0.21205
H 0.09828 -1.49471 -2.86496
C -0.49826 -1.60470 -1.89118
C 1.43958 -0.56445 -0.67526
N 0.09677 -0.84665 -0.77235
C -1.75489 0.87582 -0.19843
C -0.87332 -3.07737 -1.45575
C 0.37719 1.83003 1.86336
H 3.45209 3.06746 1.65206
C 2.68089 2.39078 1.51803
H 1.38383 3.33493 3.04730
H -3.30517 -0.51433 -0.07821
H -1.82608 -3.13083 -0.86188
```

Values from the calculation:
SMILES: C=C[C@]1(O)c2ccccc2C(=O)N1CC
Total charge: 0
E_HOMO: -9.1 eV
HOMO-LUMO gap: 9.7 eV
Largest force on an atom: 5.42 eV/A
M: 203.24 Da
E_tot: -18237.899 eV



Entry from the OMol25 dataset: a structure of composition C23H25N2OPbS (ωB97M-V/def2-TZVPD).

The geometry in XYZ format:
```
53
C23H25N2OPbS, DFT ωB97M-V/def2-TZVPD
H 2.43621 -1.76231 -2.33542
H 2.81060 -3.38631 0.22153
H 0.88314 -1.17684 1.67441
C -0.35876 2.70480 -1.06328
H -2.82812 -2.17484 2.28049
H 1.62864 0.78206 -2.24841
C 0.11759 -3.01639 0.88618
Pb 0.76872 1.20302 0.93049
C -2.56586 -2.16742 -1.00964
H -3.06729 -2.27837 -3.10780
C -4.26419 -0.78105 -2.07551
C -2.83901 -1.54180 0.22011
H -1.56040 -3.97297 1.47112
H -1.46326 0.65111 -1.04246
H -1.53563 -1.01337 1.86309
C -3.28394 -1.78250 -2.15503
C -3.81246 -0.53229 0.29855
O 0.73000 -4.06754 0.68299
H 0.71864 -1.26341 -2.08549
H 2.76903 3.14901 -1.36682
H -2.04321 1.29362 1.60918
C 0.66446 -1.60095 0.65917
N -1.17481 -3.04221 1.34323
H 0.36737 4.64523 -0.15842
C -0.90435 3.25597 1.14270
H 3.96774 -2.12905 -0.34685
C 2.44595 -0.06775 -0.26834
C -4.52452 -0.15632 -0.84399
S 1.85985 3.69372 1.69230
H -0.16318 -0.98829 0.20226
H -1.80777 -2.96231 -1.06824
H -3.99501 -0.04554 1.26478
C 2.79218 4.97416 2.04499
C 2.80071 2.16576 -0.81224
C -1.18851 1.62192 -0.53824
C -0.23872 3.69497 -0.04425
H 0.06878 2.73069 -2.10927
H 1.24361 -2.94103 -1.69559
C 2.19389 0.95299 -1.30026
H 3.30319 -2.05938 1.32311
C -1.52888 1.97344 0.87847
C 1.93479 -1.51120 -0.26672
C 3.09117 -2.33864 0.28078
H 3.32584 0.09654 1.87597
N 3.31890 5.91417 2.44074
H -0.89750 3.75634 2.15449
H 3.95019 2.66001 1.11973
C 1.54684 -1.89056 -1.70174
H -4.82474 -0.48687 -2.96914
C 3.39125 1.90989 0.44375
C -2.09351 -1.90252 1.49973
H -5.28371 0.62659 -0.76652
C 3.11806 0.58403 0.87535
```

Values from the calculation:
Total charge: +1
E_HOMO (alpha / beta): -11.8 / -11.8 eV
HOMO-LUMO gap (alpha / beta): 5.4 / 5.2 eV
Largest force on an atom: 3.67 eV/A
M: 584.73 Da
E_tot: -45354.306 eV



- Among the records above, which one has the highest largest force on an atom?
  C12H13NO2



- Among the records above, which one has the lowest M?
  C4H6O



- E_tot of number 6 (C23H25N2OPbS)?
  -45354.306 eV



- total charge of number 2 (C6H10O)?
  0